Entry 1:
# C4H6

One molecule with the formula C4H6 (the ωB97M-V functional and the def2-TZVPD basis, the Open Molecules 2025 dataset).

Computed properties:
ΔE to the lowest compared entry with this formula, charge and spin: 383.45 kJ/mol
Total charge: 0
LUMO level (alpha / beta): -0.1245 / 0.0405 eV
E_HOMO (alpha / beta): -7.65 / -7.51 eV

Positions of all 10 atoms, in Å:
C: 0.0733 -0.1252 1.8176
C: -0.1673 0.6051 0.5477
C: -0.2487 0.1600 -0.7195
C: 0.2811 -0.1095 -1.9551
H: 0.4739 0.5505 2.5831
H: 0.7067 -1.0225 1.7468
H: -0.9056 -0.4544 2.2024
H: -0.4110 -0.3797 -2.7532
H: 1.3041 0.1140 -2.2327
H: -1.1065 0.6616 -1.2372


Entry 2:
# C4H6

One molecule with the formula C4H6 (the ωB97M-V functional and the def2-TZVPD basis, the Open Molecules 2025 dataset).

Computed properties:
ΔE to the lowest compared entry with this formula, charge and spin: 128.35 kJ/mol
Total charge: 0
LUMO level: 0.9811 eV
E_HOMO: -8.86 eV

Positions of all 10 atoms, in Å:
C: 0.3260 1.7049 -0.0433
C: -0.5165 0.4394 0.0106
C: -0.1363 -0.8039 -0.0364
C: -0.1217 -2.1045 -0.0592
H: 0.0867 2.3754 -0.8855
H: 1.3912 1.4496 -0.1603
H: 0.2306 2.3051 0.8690
H: -0.2374 -2.7036 0.8346
H: -0.0256 -2.5831 -1.0202
H: -1.4820 0.1795 0.4719


Entry 3:
# C4H6AgClI2O9

C4H6AgClI2O9 as an isolated structure (the ωB97M-V functional and the def2-TZVPD basis, the Open Molecules 2025 dataset).

Computed properties:
Total charge: -2
LUMO level: 3.0346 eV
E_HOMO: -2.42 eV

Positions of all 23 atoms, in Å:
Ag: -0.5081 -1.3641 0.0116
O: 3.0060 -2.8191 -1.9195
Cl: 2.2065 -2.3127 -0.8596
O: 2.6879 -2.7607 0.3800
O: 0.8499 -2.7532 -1.0607
O: 2.1990 -0.8849 -0.9318
O: -0.6321 -0.4442 4.1077
C: -0.6673 -0.5692 2.8872
O: 0.2019 -1.1172 2.1576
C: -1.9064 0.0071 2.1164
O: -2.6617 0.7924 2.6725
O: -2.0638 -0.3834 0.8984
I: -2.0365 -1.7759 -2.0397
I: -3.8682 -2.3057 -4.4203
C: -0.2154 2.6198 0.2149
C: 0.8012 2.0166 -0.7421
O: 0.2341 0.9358 -1.4600
H: 0.1906 3.5187 0.6753
H: -0.4649 1.9136 1.0029
H: -1.1304 2.8702 -0.3157
H: 1.6764 1.6679 -0.1818
H: 1.1311 2.7827 -1.4678
H: 0.9705 0.3657 -1.7254


Entry 4:
# C4H6BBrO2S

A 2-piece molecular cluster, C4H6BBrO2S overall (the ωB97M-V functional and the def2-TZVPD basis, the Open Molecules 2025 dataset).

Computed properties:
ΔE to the lowest compared entry with this formula, charge and spin: 8.71 kJ/mol
Total charge: 0
LUMO level: 0.0767 eV
E_HOMO: -8.67 eV

Positions of all 15 atoms, in Å:
B: -3.0497 1.9923 -0.0025
C: 2.3193 -1.0615 -0.1327
C: 1.8596 -1.7705 0.9052
C: 1.5452 0.2084 -0.3761
C: 0.1972 0.0051 0.4000
O: -2.2468 2.8608 0.2084
O: -3.9815 1.1477 -0.2338
S: 0.5067 -1.1599 1.7947
Br: -1.2783 -0.7986 -0.8940
H: 2.9682 -1.6022 -0.9768
H: 2.2088 -2.8488 0.9857
H: 2.1512 1.0525 0.0671
H: 1.2945 0.3093 -1.4864
H: -0.2437 0.9446 0.7684
H: -4.2508 0.7208 -1.0271


Entry 5:
# C4H6BNO

One molecule with the formula C4H6BNO (the ωB97M-V functional and the def2-TZVPD basis, the Open Molecules 2025 dataset).

Computed properties:
ΔE to the lowest compared entry with this formula, charge and spin: 267.31 kJ/mol
Total charge: 0
LUMO level: 0.2795 eV
E_HOMO: -8.04 eV

Positions of all 13 atoms, in Å:
B: 0.1339 -1.6386 -0.0666
C: 0.2097 -1.0530 1.1946
C: 0.0775 0.3935 1.4754
C: -0.0142 1.4167 0.5988
C: -0.2306 1.5642 -0.8554
N: 0.0125 -1.9119 -1.3731
O: -0.5868 0.8063 -1.7436
H: 0.2674 -1.5521 2.1769
H: 0.3074 0.6321 2.5409
H: -0.0014 2.3892 1.0339
H: -0.1279 2.5679 -1.1082
H: -0.8394 -1.9407 -1.8215
H: 0.7918 -1.6735 -2.0521


Entry 6:
# C4H6Br2N3

A 2-piece molecular cluster, C4H6Br2N3 overall (the ωB97M-V functional and the def2-TZVPD basis, the Open Molecules 2025 dataset).

Computed properties:
ΔE to the lowest compared entry with this formula, charge and spin: 0.00 kJ/mol
Total charge: +1
LUMO level: -4.1793 eV
E_HOMO: -13.64 eV

Positions of all 15 atoms, in Å:
C: -2.1369 -1.1005 0.5075
C: -0.9716 0.9938 -0.7735
C: -2.8588 -0.2518 -0.2806
C: -0.3046 0.2254 0.1663
N: -2.2623 0.7517 -0.9571
N: -0.8868 -0.8140 0.7278
N: 1.1818 0.2065 0.6645
Br: -4.7254 -0.3569 -0.8076
Br: 5.2052 -0.4093 -0.8700
H: -2.5862 -2.0189 0.8842
H: -0.5034 1.7909 -1.4360
H: 6.1338 0.4180 -0.2592
H: 1.9169 0.6054 0.0712
H: 1.3726 -0.7808 0.8533
H: 1.4258 0.7404 1.5092


Entry 7:
# C4H6Br2N3O2

An isolated ion of composition C4H6Br2N3O2 and charge +1 (the ωB97M-V functional and the def2-TZVPD basis, the Open Molecules 2025 dataset).

Computed properties:
ΔE to the lowest compared entry with this formula, charge and spin: 0.00 kJ/mol
Total charge: +1
LUMO level: -4.6164 eV
E_HOMO: -14.79 eV

Positions of all 17 atoms, in Å:
C: -0.2924 -0.0246 0.1489
C: 1.8067 -0.4869 0.9338
C: 1.9038 0.6993 -0.0252
C: -1.8340 0.0002 -0.0033
N: 0.4865 -0.9407 0.7197
N: 0.4144 0.9929 -0.2854
N: -2.3083 -0.2064 -1.5077
O: -1.6081 -0.9822 -2.1267
O: -3.2965 0.3765 -1.8853
Br: -2.5307 -1.6563 0.8746
Br: -2.5053 1.6225 0.7341
H: 2.6185 -1.2154 0.6805
H: 1.8811 -0.1334 1.9505
H: 2.5607 1.5164 0.2565
H: 2.4149 0.3786 -0.9552
H: 0.1710 -1.8429 1.0748
H: 0.1176 1.9023 -0.5846


Entry 8:
# C4H6Br2O2P

An isolated ion of composition C4H6Br2O2P and charge -1 (the ωB97M-V functional and the def2-TZVPD basis, the Open Molecules 2025 dataset).

Computed properties:
ΔE to the lowest compared entry with this formula, charge and spin: 64.21 kJ/mol
Total charge: -1
LUMO level: 2.9321 eV
E_HOMO: -5.03 eV

Positions of all 15 atoms, in Å:
C: 0.4650 -0.5622 -0.0501
C: -0.8560 -0.3768 0.7354
C: 1.4067 0.4087 0.6453
C: 0.5144 2.0485 0.5240
O: -1.4281 1.6519 2.3941
O: -2.2035 1.9105 -0.0841
P: -1.2402 1.4601 0.9488
Br: 3.1762 0.5780 -0.2242
Br: 0.9844 3.4131 1.7888
H: 1.0087 -1.4572 -0.0341
H: 0.4277 -0.1852 -1.0496
H: -1.7618 -0.8445 0.1589
H: -0.7502 -0.8224 1.7864
H: 1.3948 0.4857 1.7504
H: 0.5415 2.3454 -0.5146


Entry 9:
# C4H6BrIS

C4H6BrIS as an isolated structure (the ωB97M-V functional and the def2-TZVPD basis, the Open Molecules 2025 dataset).

Computed properties:
Total charge: 0
LUMO level: -0.7362 eV
E_HOMO: -8.77 eV

Positions of all 13 atoms, in Å:
C: 0.3098 0.3270 2.0910
C: 0.1117 0.7887 0.7046
C: 0.8866 1.7259 0.1774
C: -0.6740 -1.6955 -1.7528
S: 1.6974 0.4116 2.9443
Br: -2.5094 -1.2314 -1.2123
I: 0.1658 -0.2241 -3.0678
H: -0.6045 -0.2198 2.6766
H: -0.1537 -1.8335 -0.7923
H: -0.6827 0.4506 0.1455
H: 0.7356 2.1516 -0.8236
H: 1.5170 2.0360 1.0066
H: -0.7996 -2.6870 -2.0972


Entry 10:
# C4H6BrN2O2S

C4H6BrN2O2S as an isolated structure (the ωB97M-V functional and the def2-TZVPD basis, the Open Molecules 2025 dataset).

Computed properties:
ΔE to the lowest compared entry with this formula, charge and spin: 126.61 kJ/mol
Total charge: +1
LUMO level: -5.5525 eV
E_HOMO: -14.80 eV

Positions of all 16 atoms, in Å:
C: -3.0943 0.0433 0.1058
C: -0.6296 -0.1974 0.2231
C: -2.6663 1.5256 0.2306
C: 1.6821 -0.7124 -0.1839
N: -2.3341 -0.9347 0.1200
N: 0.2940 -1.0844 0.0234
O: -0.2479 2.2180 1.1793
O: -0.1561 1.5234 -1.2458
S: -0.8139 1.5083 0.0815
Br: -4.9216 -0.4393 -0.1088
H: -3.0118 2.1478 -0.6606
H: -2.9233 1.7810 1.2740
H: 1.8306 -1.1171 -1.2464
H: 2.2136 -1.2553 0.5533
H: 1.8200 0.3745 0.0649
H: -0.0319 -2.1223 0.0003


Entry 11:
# C4H6BrN3O2

One molecule with the formula C4H6BrN3O2 (the ωB97M-V functional and the def2-TZVPD basis, the Open Molecules 2025 dataset).

Computed properties:
ΔE to the lowest compared entry with this formula, charge and spin: 428.40 kJ/mol
Total charge: 0
LUMO level: -0.0573 eV
E_HOMO: -8.58 eV

Positions of all 16 atoms, in Å:
O: 1.7640 -2.3006 2.5875
Br: -1.2297 -0.4999 2.5492
N: 1.6695 -0.2347 -0.1565
O: 2.4065 -1.1031 0.7175
C: 1.5450 -1.4349 1.7229
C: 0.3964 -0.6038 1.5832
N: -0.5297 0.7036 -0.1940
N: 0.5996 0.0959 0.3904
C: -0.1612 1.7734 -1.1676
C: -1.3985 -0.4060 -0.7819
H: 0.2742 1.3552 -2.0802
H: -1.1098 2.1912 -1.4070
H: 0.3884 2.5447 -0.7473
H: -1.7011 -1.2387 -0.0963
H: -0.6607 -0.8003 -1.5633
H: -2.2530 -0.0421 -1.3566


Entry 12:
# C4H6BrNS

A 2-piece molecular cluster, C4H6BrNS overall (the ωB97M-V functional and the def2-TZVPD basis, the Open Molecules 2025 dataset).

Computed properties:
ΔE to the lowest compared entry with this formula, charge and spin: 221.20 kJ/mol
Total charge: 0
LUMO level (alpha / beta): -2.0497 / -2.0582 eV
E_HOMO (alpha / beta): -7.96 / -7.95 eV

Positions of all 13 atoms, in Å:
C: -0.5030 -1.0976 -1.0511
C: -0.9885 -1.7511 0.1369
C: 0.2901 0.4922 0.2951
C: 0.3778 2.0023 0.4069
N: 0.0976 -0.0080 -0.9244
S: -0.2274 -0.6534 1.5036
Br: 3.2394 -0.2174 0.1749
H: -0.7922 -1.3942 -2.1048
H: -2.0653 -1.7108 0.2372
H: -0.6626 -2.8238 0.2271
H: -0.0750 2.5611 1.3176
H: -0.0632 2.3185 -0.4923
H: 1.3723 2.2823 0.2732


Entry 13:
# C4H6BrNS

One molecule with the formula C4H6BrNS (the ωB97M-V functional and the def2-TZVPD basis, the Open Molecules 2025 dataset).

Computed properties:
ΔE to the lowest compared entry with this formula, charge and spin: 101.38 kJ/mol
Total charge: 0
LUMO level: 0.3877 eV
E_HOMO: -9.02 eV

Positions of all 13 atoms, in Å:
C: -0.3076 -0.2966 -1.1464
C: -0.7966 0.3927 0.0998
C: 1.7022 0.6202 -0.6619
C: -1.1448 -0.6158 1.2101
N: 0.8720 -0.1573 -1.5288
S: 0.6288 1.5904 0.4272
Br: 2.9236 -0.6242 0.3354
H: -0.9753 -1.0226 -1.6643
H: -1.6168 1.2372 -0.0090
H: 2.2872 1.4322 -1.2459
H: -0.2932 -1.2298 1.5343
H: -1.7539 -1.2728 0.6751
H: -1.5256 -0.0538 1.9743


Entry 14:
# C4H6BrP

One molecule with the formula C4H6BrP (the ωB97M-V functional and the def2-TZVPD basis, the Open Molecules 2025 dataset).

Computed properties:
ΔE to the lowest compared entry with this formula, charge and spin: 463.81 kJ/mol
Total charge: 0
LUMO level (alpha / beta): -0.5926 / 0.2564 eV
E_HOMO (alpha / beta): -8.10 / -8.13 eV

Positions of all 12 atoms, in Å:
C: 1.9636 0.1785 -0.0066
C: -0.3678 -1.3650 0.1028
C: -0.9181 -0.1515 -0.4331
C: -0.4870 1.1399 0.1888
P: 1.2843 1.6593 -0.0755
Br: 3.6705 -0.4945 0.0324
H: -0.3367 -2.1963 -0.3988
H: -0.2976 -1.4120 1.1446
H: -0.8911 -0.0828 -1.5284
H: -1.9379 -0.2710 -0.3340
H: -1.0948 1.9481 0.0757
H: -0.5874 1.0473 1.2321


Entry 15:
# C4H6Cl2

One molecule with the formula C4H6Cl2 (the ωB97M-V functional and the def2-TZVPD basis, the Open Molecules 2025 dataset).

Computed properties:
ΔE to the lowest compared entry with this formula, charge and spin: 0.66 kJ/mol
Total charge: 0
LUMO level: 0.9220 eV
E_HOMO: -9.59 eV

Positions of all 12 atoms, in Å:
C: 1.2873 0.5479 -0.7825
C: 0.4757 0.7663 0.4140
C: -0.5595 0.0439 0.8295
C: -1.1198 -1.1438 0.1719
H: 1.2980 1.4650 -1.3768
H: 0.8887 -0.2743 -1.3928
H: 2.3285 0.2880 -0.5351
H: -1.1416 0.4399 1.6640
H: -1.3500 -1.9059 0.8991
H: -0.4298 -1.5940 -0.5306
Cl: 0.9507 2.2049 1.3241
Cl: -2.6283 -0.8378 -0.6847


Entry 16:
# C4H6Cl2Si

A 2-piece molecular cluster, C4H6Cl2Si overall (the ωB97M-V functional and the def2-TZVPD basis, the Open Molecules 2025 dataset).

Computed properties:
ΔE to the lowest compared entry with this formula, charge and spin: 579.36 kJ/mol
Total charge: 0
LUMO level (alpha / beta): 0.1127 / -0.8043 eV
E_HOMO (alpha / beta): -7.47 / -8.56 eV

Positions of all 13 atoms, in Å:
C: 3.0009 0.1902 2.4060
C: -2.6126 -1.0022 -3.2196
C: 1.7446 0.6111 2.3897
C: -2.4447 -0.4250 -2.1123
Si: 0.7224 1.1068 0.9002
Cl: 1.0640 0.3155 -0.9264
Cl: -1.3223 1.1228 1.2206
H: 3.5994 -0.0290 3.3428
H: 3.5130 -0.1048 1.5090
H: -3.5174 -0.7618 -3.8118
H: -1.9679 -1.8538 -3.6874
H: 1.2315 0.6380 3.4478
H: -3.0109 0.1923 -1.4586


Entry 17:
# C4H6Cl4NP

C4H6Cl4NP as an isolated structure (the ωB97M-V functional and the def2-TZVPD basis, the Open Molecules 2025 dataset).

Computed properties:
ΔE to the lowest compared entry with this formula, charge and spin: 97.44 kJ/mol
Total charge: 0
LUMO level: -0.4744 eV
E_HOMO: -9.80 eV

Positions of all 16 atoms, in Å:
C: 1.6609 -0.7952 2.2542
C: -1.6764 1.5944 -0.9250
C: 1.5436 -1.0141 0.7672
C: -1.4943 0.3357 -1.7513
N: 0.2537 -0.2408 -0.0444
P: -0.0613 -0.9040 -1.4021
Cl: 2.9245 -0.2260 -0.0085
Cl: 1.4751 -2.6876 0.3216
Cl: -2.8503 -0.7913 -1.5038
Cl: -1.5744 0.9139 -3.5087
H: 1.1420 -1.5592 2.8262
H: 1.1957 0.1441 2.5020
H: 2.5986 -0.6866 2.7385
H: -2.5714 2.1193 -1.2392
H: -1.0212 2.4346 -1.2315
H: -1.5448 1.3630 0.2050


Which F_max belongs to each record? In order, 0.022 0.042 0.039 0.059 0.073 0.076 0.052 0.101 0.059 0.135 0.110 0.064 0.067 0.104 0.029 0.086 0.093 Eh/bohr.